Formula: C28H50BMnN5O3P2S4
Source: the OMol25 dataset
Level of theory: wB97M-V/def2-TZVPD

Structure (XYZ):
```
94
Properties=species:S:1:pos:R:3:forces:R:3
N 0.90000 -2.23890 2.83523 0.0005 -0.0003 -0.0043
N 2.11481 -2.43789 -1.42381 -0.0090 -0.0006 -0.0058
C -3.84837 -3.09970 0.75477 0.0028 0.0038 0.0014
C -1.63202 -5.48994 1.09637 0.0012 -0.0001 -0.0035
C -0.73199 3.95234 -1.90888 0.0024 -0.0008 -0.0113
C 2.18489 -1.30336 -3.32305 0.0044 -0.0113 -0.0061
H 3.37880 4.66116 -1.28601 -0.0011 -0.0006 -0.0057
P 0.66179 2.97963 -1.07031 0.0071 -0.0298 -0.0069
H -0.73690 -7.22668 0.22669 0.0004 0.0007 0.0001
C -2.28677 -4.93057 2.19904 -0.0037 0.0057 -0.0021
C 2.94623 4.38261 -2.24511 0.0038 -0.0037 0.0013
H 0.14871 5.96986 -1.90087 -0.0002 0.0003 0.0026
H -4.66284 -3.81322 0.89922 -0.0009 0.0005 -0.0006
H -3.32495 -3.32444 -0.17497 -0.0027 -0.0014 0.0025
C 2.45156 3.37871 1.08165 0.0007 -0.0065 0.0048
H 0.32045 5.12076 -3.43940 0.0050 -0.0005 -0.0017
N 0.28447 1.48616 -0.91510 0.0327 -0.0356 -0.0444
C -2.11297 -7.07867 3.31076 0.0015 0.0015 0.0007
H 1.26020 1.70474 -3.61384 0.0027 0.0064 -0.0014
C -1.24172 -6.81859 1.09427 0.0012 -0.0026 0.0052
C -2.51627 -5.74711 3.30475 -0.0013 0.0029 -0.0047
H 2.31793 5.20394 -2.58698 -0.0057 0.0051 -0.0035
C -1.47770 -7.62111 2.20529 0.0004 0.0006 -0.0007
C 1.81402 2.64406 -3.61298 0.0015 0.0025 0.0046
H -0.70454 -1.01025 3.38512 0.0043 -0.0108 0.0135
H 2.60089 -4.46476 -0.49590 0.0003 0.0016 0.0000
C 0.27956 -1.29579 3.74990 -0.0082 -0.0153 0.0142
H -4.63067 -3.71368 3.53659 -0.0034 0.0010 -0.0023
C 2.93781 -1.97396 -2.42298 -0.0062 0.0028 0.0011
C -3.83109 -2.96881 3.56108 -0.0243 -0.0053 -0.0190
H 2.65173 1.00105 -1.58200 0.0015 0.0031 0.0010
C -0.33499 5.27100 -2.58198 0.0008 -0.0038 0.0032
H 1.43978 5.75224 1.46869 0.0000 0.0020 -0.0005
H -2.18001 3.32216 -0.38760 0.0004 -0.0054 0.0031
Mn -0.47204 0.09556 0.05690 -0.0197 0.1220 0.1690
H -1.59803 4.97726 -0.15318 0.0075 0.0065 0.0030
H -1.16492 -8.65806 2.20782 -0.0001 0.0000 0.0002
H 0.20479 -1.77297 4.72561 0.0104 0.0020 0.0030
H 0.29267 3.91946 2.54322 -0.0011 -0.0003 0.0008
C 0.88255 -3.60619 2.97376 -0.0065 0.0015 -0.0086
H 2.73384 2.49691 -4.18811 -0.0006 -0.0014 -0.0009
C -1.85770 4.22899 -0.89884 -0.0002 0.0028 0.0023
H -1.24554 5.75271 -2.95279 0.0006 0.0007 -0.0005
H -0.40414 0.27425 -2.96088 0.0013 -0.0046 0.0038
O -3.08897 2.23471 1.73609 0.0067 -0.0075 0.0032
H 1.81217 5.76269 -0.25252 -0.0064 0.0002 0.0040
H -2.21879 3.56390 -3.40541 -0.0020 -0.0042 0.0014
H 0.13456 5.81109 0.29650 -0.0114 0.0006 -0.0027
H -1.13802 -1.29982 -3.32563 0.0026 -0.0042 -0.0114
C 1.51304 -1.92324 1.67558 0.0009 -0.0040 0.0259
S -2.73526 0.43440 -0.50230 0.0195 0.0099 0.0218
S -2.85509 0.82330 1.52569 -0.0639 0.0136 -0.0405
H -3.01736 -5.34746 4.17760 -0.0015 0.0018 0.0010
H -4.23881 -2.08466 0.68277 -0.0037 0.0019 0.0000
C 2.20160 3.04521 -2.18265 -0.0023 0.0114 0.0000
H 3.84610 -2.93936 -0.10785 0.0003 -0.0025 0.0015
S -0.57236 -2.27086 -0.76795 -0.0165 -0.0399 -0.0551
C 0.06934 3.39102 1.61008 -0.0029 0.0029 0.0028
H -4.25607 -1.96792 3.48511 0.0055 0.0020 0.0034
C -0.25049 -0.68539 -3.45889 -0.0143 -0.0141 0.0051
N 1.90766 -3.06470 1.09241 -0.0030 -0.0071 -0.0124
C 1.50920 -4.11165 1.88799 0.0022 0.0002 0.0102
C 1.08787 3.84799 0.55348 -0.0135 0.0050 0.0006
H -2.30188 -7.69239 4.18381 0.0002 0.0002 0.0004
H 0.16234 2.32338 1.80390 -0.0001 0.0026 0.0039
C 0.86245 -2.04736 -1.69795 0.0073 -0.0025 0.0160
H -3.30051 -3.03857 4.51248 -0.0030 -0.0021 -0.0007
H 0.40176 -4.09071 3.80461 0.0027 0.0013 0.0000
H 3.99709 -2.15279 -2.39390 0.0003 -0.0002 -0.0008
H 2.52438 2.29198 1.10317 -0.0019 0.0043 -0.0002
S 1.70203 -0.32193 1.05375 -0.0123 0.0255 -0.0371
B 2.69339 -3.28499 -0.23558 -0.0012 -0.0017 -0.0043
H -0.69971 2.74586 -3.76485 0.0043 0.0057 -0.0039
C 1.11359 5.38035 0.49212 0.0062 -0.0025 0.0030
H 1.68773 -5.13079 1.59888 0.0013 0.0003 -0.0001
H 2.44889 -0.78300 -4.22624 -0.0001 0.0007 -0.0009
C -1.37281 3.03015 -2.96027 -0.0001 -0.0006 -0.0006
H -1.75259 2.12911 -2.48182 -0.0010 -0.0036 0.0022
H 3.77427 4.28418 -2.95531 0.0005 0.0006 -0.0010
H 1.22642 3.40271 -4.12674 -0.0042 0.0048 -0.0020
N 0.88838 -1.36208 -2.86710 0.0077 0.0065 0.0004
C 3.17062 1.95130 -1.70323 0.0000 0.0004 -0.0031
P -2.66015 -3.12995 2.15576 0.0383 -0.0022 0.0360
H 2.54534 3.73258 2.11300 0.0002 0.0010 0.0014
H 3.65550 2.19099 -0.76159 0.0017 -0.0045 -0.0109
H -0.96956 3.57920 1.35985 0.0089 0.0005 0.0024
O -1.45388 0.42708 1.91249 0.0381 -0.0428 -0.0666
H 3.95563 1.83189 -2.45784 -0.0005 -0.0019 -0.0016
H -1.40278 -4.86434 0.24026 0.0022 -0.0023 0.0004
H 3.29341 3.78406 0.52201 -0.0039 0.0002 0.0065
H -0.05154 -0.53995 -4.51972 0.0040 0.0110 -0.0005
H 0.89952 -0.40462 3.81627 -0.0043 0.0033 -0.0064
O -3.84037 -0.05330 2.12486 0.0107 -0.0058 0.0018
H -2.71862 4.61184 -1.45640 0.0007 0.0025 0.0006
```
Forces are in eV/Å.

## Properties
- HOMO (alpha / beta): -4.82 / -5.02 eV
- Expectation value of S²: 6.132
- E_tot: -5048.0112 hartree
- Energy above the lowest of the compared OMol25 structures with the same formula, charge and spin: 0.037 eV
- Charge: -1
- Multiplicity: 5
- LUMO (alpha / beta): 1.7312 / 2.4963 eV